Here is a 11-piece molecular cluster, C46H125N11O12 overall in a non-equilibrium geometry from OMol25. Energies are from ωB97M-V with the def2-TZVPD basis set.

The geometry in XYZ format:
```
194
Properties=species:S:1:pos:R:3:lowdin_charge:R:1
C 4.14 1.75 -3.39 -0.124
O 4.24 0.44 -3.87 -0.193
C 4.88 0.33 -5.11 -0.222
C 5.11 -1.15 -5.15 -0.271
N 6.09 -1.71 -4.26 -0.033
C 5.82 -3.20 -3.92 -0.135
C 5.23 -4.13 -5.04 -0.202
O 5.03 -5.37 -4.34 -0.215
C 4.48 -6.47 -5.16 -0.080
H 3.61 2.49 -3.99 0.085
H 5.13 2.20 -3.26 0.086
H 3.70 1.70 -2.39 0.067
H 5.85 0.83 -5.15 0.124
H 4.48 0.73 -6.05 0.127
H 5.33 -1.38 -6.19 0.116
H 4.18 -1.71 -5.03 0.108
H 5.89 -1.22 -3.40 0.067
H 5.27 -3.28 -2.98 0.099
H 6.81 -3.59 -3.68 0.098
H 6.01 -4.36 -5.77 0.118
H 4.35 -3.79 -5.60 0.106
H 5.11 -6.99 -5.87 0.070
H 3.59 -6.17 -5.70 0.084
H 4.47 -7.34 -4.50 0.081
C -6.44 0.65 -4.05 -0.055
C -5.25 -0.07 -4.80 -0.383
C -4.13 -0.39 -3.75 -0.167
O -2.84 -0.93 -4.17 -0.197
C -1.78 -0.75 -3.19 -0.084
N -5.84 -1.31 -5.30 0.014
H -6.05 1.19 -3.19 0.059
H -7.10 -0.08 -3.60 0.072
H -6.96 1.36 -4.69 0.071
H -4.96 0.49 -5.69 0.120
H -4.53 -1.17 -3.09 0.118
H -3.92 0.46 -3.10 0.098
H -0.91 -1.30 -3.56 0.091
H -1.97 -1.18 -2.21 0.053
H -1.71 0.29 -2.87 0.079
H -5.16 -2.04 -5.15 0.066
H -6.69 -1.49 -4.80 0.049
C 1.18 3.52 -1.90 -0.029
C 1.81 4.46 -0.72 -0.370
C 0.85 4.70 0.42 -0.233
O -0.17 5.50 -0.04 -0.187
C 0.14 6.83 -0.20 -0.107
N 3.08 3.81 -0.49 0.054
H 0.29 3.89 -2.41 0.059
H 0.92 2.50 -1.62 0.048
H 1.95 3.41 -2.67 0.040
H 1.91 5.41 -1.26 0.116
H 1.38 4.96 1.34 0.118
H 0.38 3.77 0.75 0.108
H 1.10 7.03 -0.68 0.082
H 0.37 7.10 0.83 0.087
H -0.76 7.37 -0.52 0.102
H 3.68 4.56 -0.17 0.076
H 3.03 3.07 0.19 0.045
C -0.57 0.97 1.44 -0.031
C -0.04 -0.32 0.79 -0.422
C 1.39 -0.17 0.30 -0.226
O 1.72 -1.40 -0.29 -0.184
C 2.81 -1.22 -1.28 -0.046
N 0.09 -1.25 1.84 0.065
H -0.06 1.33 2.33 0.061
H -1.63 0.82 1.63 0.064
H -0.58 1.78 0.70 0.054
H -0.69 -0.72 0.01 0.137
H 2.10 0.07 1.08 0.112
H 1.43 0.64 -0.43 0.103
H 2.47 -0.67 -2.16 0.081
H 3.15 -2.20 -1.60 0.072
H 3.74 -0.81 -0.89 0.070
H -0.85 -1.62 1.91 0.053
H 0.63 -2.03 1.50 0.056
C -3.79 -1.61 5.26 -0.059
C -2.52 -2.42 5.30 -0.483
C -2.69 -3.95 5.65 -0.154
O -1.55 -4.65 5.13 -0.196
C -0.47 -4.45 6.11 -0.079
N -1.89 -2.23 4.07 0.054
H -4.18 -1.41 6.25 0.077
H -4.58 -2.12 4.70 0.061
H -3.66 -0.63 4.80 0.073
H -1.82 -1.95 5.99 0.112
H -3.52 -4.17 4.98 0.120
H -2.87 -4.18 6.70 0.124
H -0.75 -4.68 7.14 0.082
H -0.21 -3.40 6.20 0.073
H 0.42 -5.02 5.86 0.089
H -1.48 -1.31 4.17 0.044
H -1.22 -2.98 3.97 0.072
C -4.03 -2.41 0.48 -0.038
C -5.11 -1.40 0.87 -0.469
C -6.17 -1.97 1.76 -0.239
O -6.93 -2.87 1.04 -0.180
C -7.86 -3.62 1.83 -0.090
N -4.43 -0.35 1.52 0.055
H -4.52 -3.37 0.39 0.077
H -3.37 -2.58 1.33 0.057
H -3.54 -2.16 -0.46 0.068
H -5.57 -1.01 -0.04 0.139
H -6.90 -1.19 1.97 0.134
H -5.72 -2.50 2.60 0.123
H -8.90 -3.55 1.51 0.082
H -7.79 -3.45 2.91 0.080
H -7.66 -4.69 1.84 0.078
H -5.11 0.23 1.99 0.054
H -3.79 -0.77 2.18 0.049
C -2.57 4.41 3.33 -0.048
C -4.02 4.01 3.36 -0.406
C -4.94 4.95 2.61 -0.208
O -4.59 5.12 1.20 -0.177
C -5.54 6.05 0.67 -0.123
N -4.27 2.60 2.84 0.042
H -2.32 4.68 2.30 0.077
H -1.98 3.53 3.59 0.070
H -2.32 5.17 4.06 0.085
H -4.41 3.94 4.38 0.130
H -4.91 5.92 3.11 0.118
H -5.99 4.71 2.77 0.114
H -5.46 6.06 -0.42 0.079
H -5.32 7.08 0.92 0.083
H -6.57 5.90 1.00 0.084
H -5.26 2.47 2.68 0.053
H -3.84 2.52 1.93 0.043
C -3.60 4.32 -5.64 -0.071
C -4.72 3.73 -4.73 -0.376
C -4.50 3.90 -3.18 -0.147
O -3.26 3.26 -2.77 -0.180
C -2.91 3.69 -1.52 -0.150
N -5.86 4.50 -5.28 0.015
H -3.75 4.07 -6.69 0.075
H -2.68 3.82 -5.35 0.069
H -3.38 5.38 -5.55 0.080
H -4.83 2.68 -4.98 0.097
H -5.34 3.63 -2.54 0.117
H -4.41 4.98 -3.11 0.109
H -2.94 4.77 -1.43 0.092
H -1.86 3.46 -1.35 0.065
H -3.31 3.14 -0.66 0.085
H -5.76 4.80 -6.24 0.057
H -6.74 4.00 -5.34 0.055
C 6.85 0.50 -1.02 -0.044
C 6.93 -0.47 0.18 -0.454
C 8.16 -0.72 0.90 -0.170
O 9.01 -1.55 0.06 -0.193
C 8.61 -2.77 -0.63 -0.085
N 5.88 0.19 0.94 0.022
H 6.92 1.52 -0.65 0.083
H 5.88 0.49 -1.52 0.045
H 7.53 0.24 -1.84 0.078
H 6.50 -1.44 -0.06 0.129
H 7.92 -1.19 1.86 0.127
H 8.82 0.12 1.12 0.136
H 7.92 -3.40 -0.06 0.078
H 9.42 -3.44 -0.91 0.086
H 8.04 -2.49 -1.52 0.065
H 6.44 0.86 1.46 0.072
H 5.60 -0.49 1.63 0.060
C 2.94 2.74 2.91 -0.069
C 3.21 1.70 3.97 -0.406
C 2.11 0.70 4.30 -0.167
O 1.01 1.49 4.80 -0.199
C -0.14 0.75 5.12 -0.121
N 4.25 0.87 3.40 0.011
H 2.03 3.30 3.10 0.067
H 2.66 2.30 1.95 0.055
H 3.68 3.54 2.88 0.088
H 3.71 2.13 4.84 0.146
H 2.43 -0.09 4.98 0.126
H 1.66 0.20 3.45 0.096
H 0.00 -0.01 5.89 0.089
H -0.66 0.48 4.20 0.054
H -0.86 1.43 5.58 0.087
H 5.01 1.50 3.19 0.057
H 4.12 0.48 2.48 0.031
C 3.81 -3.90 1.38 -0.078
C 3.00 -5.07 1.85 -0.408
C 1.66 -5.40 1.20 -0.184
O 0.59 -4.44 1.39 -0.220
C -0.70 -4.96 0.91 -0.068
N 3.90 -6.25 1.74 0.031
H 3.98 -4.00 0.30 0.075
H 4.83 -3.85 1.75 0.065
H 3.49 -2.89 1.64 0.070
H 2.71 -4.85 2.88 0.136
H 1.25 -6.29 1.67 0.118
H 1.70 -5.52 0.12 0.125
H -0.62 -5.14 -0.16 0.085
H -1.53 -4.30 1.15 0.067
H -0.98 -5.90 1.39 0.081
H 4.74 -6.07 2.27 0.065
H 4.08 -6.53 0.79 0.070
```

Output
Max |F|, Eh/bohr: 0.085
Kohn-Sham gap, Eh: 0.34540
Calculated total energy, Eh: -3332.29343
E_HOMO, eV: -8.75
LUMO level, eV: 0.6